(1)
{
  "formula": "C10H23IrN6O2S",
  "method": "ωB97M-V with the def2-TZVPD basis set",
  "homo_energy_ev": -14.66,
  "total_energy_ha": -1375.91791,
  "fmax_ev_per_a": 1.12,
  "de_lowest_kj_mol": 61.12,
  "charge": 2,
  "elements": ["Ir", "N", "C", "C", "C", "C", "N", "C", "N", "N", "C", "O", "O", "H", "H", "H", "H", "H", "H", "H", "H", "H", "H", "H", "H", "H", "H", "C", "H", "H", "H", "S", "C", "N", "C", "C", "N", "H", "H", "H", "H", "H", "H"],
  "positions_angstrom": [[-1.1051, -0.2339, -1.2114], [-0.3369, -2.0715, -0.4309], [1.0562, -1.9126, 0.0591], [1.4567, -2.8667, 1.1805], [0.7054, -2.6875, 2.5182], [1.6649, -2.5646, 3.7052], [2.3751, -1.2882, 3.6751], [2.0646, -0.1980, 4.3709], [1.4342, -0.2827, 5.5456], [2.4116, 0.9901, 3.8815], [1.2437, -0.4593, 0.4389], [2.1835, -0.0856, 1.1102], [0.3256, 0.3554, 0.0005], [-0.9671, -2.2656, 0.3478], [-0.4060, -2.8673, -1.0582], [1.7120, -2.0912, -0.7966], [2.5288, -2.7192, 1.3220], [1.3525, -3.8922, 0.8220], [0.0465, -3.5379, 2.6968], [0.0705, -1.7932, 2.5068], [2.4068, -3.3624, 3.6647], [1.1423, -2.6774, 4.6516], [2.8868, -1.1004, 2.8227], [1.4183, -1.1496, 6.0545], [1.2410, 0.5509, 6.0748], [2.5684, 1.0813, 2.8859], [2.2938, 1.8298, 4.4221], [-0.4395, -0.1123, -3.1480], [0.1397, -1.0126, -3.3550], [0.2161, 0.7505, -3.2514], [-1.2502, -0.0448, -3.8705], [-2.6733, 1.2189, -1.6188], [-2.6485, 2.2909, -3.0061], [-1.5924, 2.8725, -3.5388], [-1.9616, 3.8184, -4.6061], [-3.4930, 3.6236, -4.7012], [-3.7574, 2.6805, -3.6018], [-0.6673, 2.7553, -3.1610], [-1.4508, 3.5662, -5.5316], [-1.6942, 4.8322, -4.3165], [-3.7969, 3.1867, -5.6497], [-4.0379, 4.5511, -4.5458], [-4.6668, 2.3225, -3.3581]],
  "forces_ev_per_angstrom": [[0.45, 0.09, 0.34], [-0.01, -0.02, -0.31], [0.08, -0.23, -0.03], [0.01, 0.02, -0.02], [0.01, 0.04, -0.03], [0.07, -0.08, -0.01], [0.02, -0.03, 0.04], [0.03, -0.01, 0.06], [0.03, -0.01, 0.00], [-0.08, 0.03, -0.05], [0.15, -0.06, 0.12], [-0.04, -0.01, 0.04], [-0.25, 0.38, -0.33], [0.07, -0.14, 0.02], [-0.02, -0.01, -0.01], [-0.03, 0.01, -0.04], [0.02, -0.02, 0.01], [-0.01, 0.00, 0.00], [0.00, 0.00, 0.02], [0.00, -0.01, -0.02], [0.01, -0.01, 0.04], [-0.09, 0.05, -0.03], [-0.06, 0.04, -0.06], [0.04, -0.01, 0.01], [-0.04, 0.01, -0.02], [0.03, -0.02, -0.02], [0.05, -0.01, 0.03], [0.33, -0.43, 0.17], [-0.01, -0.02, -0.02], [0.02, 0.00, 0.05], [-0.06, -0.02, 0.06], [-0.92, 0.63, -0.06], [0.24, -0.16, 0.02], [0.01, -0.04, 0.02], [-0.01, 0.00, 0.04], [0.02, 0.00, 0.03], [-0.02, -0.04, -0.01], [-0.01, 0.07, -0.03], [0.00, -0.01, -0.01], [0.02, 0.01, 0.01], [-0.01, -0.01, -0.01], [-0.01, 0.00, 0.00], [0.00, 0.01, -0.01]]
}

---

(2)
{
  "formula": "C10H23N2O2P2Rh",
  "method": "ωB97M-V with the def2-TZVPD basis set",
  "homo_energy_ev": [-14.57, -16.32],
  "multiplicity": 5,
  "total_energy_ha": -1447.35518,
  "s2": 6.02,
  "fmax_ev_per_a": 1.11,
  "charge": 2,
  "elements": ["Rh", "C", "P", "C", "C", "C", "P", "C", "C", "H", "H", "H", "H", "H", "H", "H", "H", "H", "H", "H", "H", "H", "H", "H", "H", "C", "C", "N", "O", "C", "C", "N", "O", "H", "H", "H", "H", "H", "H", "H"],
  "positions_angstrom": [[-0.0333, -0.0105, 0.5675], [3.2650, 0.2368, 1.3583], [2.2169, -0.1293, -0.0806], [2.8643, -1.6515, -0.8064], [2.4793, 1.2417, -1.2672], [1.7873, 2.5023, -0.7616], [0.0395, 2.1573, -0.2794], [-0.9227, 2.3186, -1.8103], [-0.4824, 3.5426, 0.7581], [4.2901, 0.3803, 1.0099], [3.2361, -0.6012, 2.0536], [2.9287, 1.1355, 1.8721], [3.8892, -1.4810, -1.1394], [2.2612, -1.9710, -1.6554], [2.8586, -2.4330, -0.0483], [2.0724, 0.9384, -2.2349], [3.5509, 1.4052, -1.4015], [1.7840, 3.2703, -1.5372], [2.3009, 2.9163, 0.1086], [-0.6544, 3.2511, -2.3082], [-1.9815, 2.3438, -1.5627], [-0.7384, 1.4805, -2.4811], [-0.3313, 4.4772, 0.2162], [0.0825, 3.5675, 1.6890], [-1.5423, 3.4347, 0.9887], [-3.8593, -1.9218, 0.0423], [-2.4404, -1.5892, 0.3704], [-1.9564, -0.3021, 0.2147], [-2.8376, 0.7216, 0.1991], [-1.5062, -2.4708, 0.8440], [-1.6421, -3.9445, 0.9430], [-0.3068, -1.8362, 1.2431], [0.7502, -2.3970, 1.5647], [-4.2708, -1.2034, -0.6651], [-4.4898, -1.9349, 0.9358], [-3.9236, -2.9124, -0.4045], [-3.6853, 0.4428, 0.5870], [-2.6318, -4.2103, 1.3148], [-0.8892, -4.3619, 1.6072], [-1.5317, -4.4022, -0.0441]],
  "forces_ev_per_angstrom": [[0.51, 0.92, -0.33], [0.04, -0.07, -0.18], [0.71, 0.67, -0.03], [-0.21, 0.01, 0.04], [-0.01, -0.14, 0.06], [-0.21, 0.02, 0.04], [0.44, 0.26, -0.48], [0.06, -0.03, 0.14], [-0.06, -0.22, 0.09], [0.02, -0.01, 0.05], [-0.02, 0.00, 0.01], [-0.01, 0.00, -0.01], [0.01, 0.04, 0.01], [0.01, 0.02, -0.01], [0.02, -0.03, -0.02], [0.01, -0.05, 0.00], [0.01, -0.03, -0.02], [0.02, 0.07, 0.05], [-0.01, 0.00, 0.01], [0.00, 0.00, 0.00], [-0.04, -0.03, -0.02], [0.03, 0.01, -0.02], [0.01, -0.01, -0.03], [0.01, 0.01, -0.01], [0.00, 0.04, 0.02], [-0.03, -0.05, 0.08], [0.17, -0.39, 0.16], [-0.71, 0.20, 0.49], [0.05, -0.02, -0.06], [-1.00, -0.15, -0.38], [0.02, -0.05, 0.07], [0.47, -0.66, 0.43], [-0.28, -0.19, 0.00], [-0.03, -0.08, -0.09], [0.02, 0.03, 0.01], [0.00, 0.03, -0.03], [-0.11, -0.10, -0.10], [0.02, 0.02, 0.02], [-0.02, -0.03, 0.01], [0.05, 0.00, 0.02]]
}

---

(3)
{
  "formula": "C10H24BCl3F5KLi2O11Si2",
  "method": "ωB97M-V with the def2-TZVPD basis set",
  "homo_energy_ev": -5.28,
  "total_energy_ha": -4321.99357,
  "fmax_ev_per_a": 2.23,
  "elements": ["C", "C", "C", "C", "O", "Si", "O", "O", "Si", "H", "H", "H", "H", "H", "H", "H", "H", "H", "H", "H", "H", "H", "H", "Cl", "Li", "O", "H", "H", "Cl", "O", "H", "H", "H", "B", "O", "C", "O", "C", "O", "O", "F", "F", "Li", "C", "C", "O", "C", "O", "C", "F", "F", "F", "H", "H", "H", "H", "H", "K", "Cl"],
  "positions_angstrom": [[1.1282, -2.8703, -1.5508], [0.8579, -1.6474, -0.6815], [0.4650, -0.3043, -1.2866], [-1.0288, -0.1684, -1.4133], [-1.6071, -0.5138, -0.1375], [-3.0815, -1.1850, -0.1531], [-4.2552, -0.1144, -0.4994], [-3.3586, -1.8338, 1.3001], [-4.0752, -3.4062, 1.3069], [1.0560, -3.7389, -0.8973], [0.3740, -3.0420, -2.3106], [2.1300, -2.8493, -1.9600], [1.7872, -1.4825, -0.1494], [0.0806, -1.9034, 0.0459], [0.8947, -0.1949, -2.2797], [0.8914, 0.4791, -0.6697], [-1.4044, -0.7777, -2.2194], [-1.2867, 0.8526, -1.6789], [-3.1195, -2.3453, -1.2028], [-5.0486, -0.6117, -0.7270], [-4.8761, -3.5203, 0.0460], [-4.9515, -3.6512, 2.5649], [-2.8912, -4.3267, 1.1053], [-6.0452, -3.7979, 4.1326], [2.5521, -1.1724, 2.6015], [1.8176, -1.7008, 6.1289], [1.2172, -0.9627, 5.9994], [2.1017, -1.6193, 7.0486], [-0.7512, -3.7048, -4.1062], [4.8447, -3.4862, -1.2527], [5.4930, -2.7244, -1.4359], [5.1637, -4.0300, -0.5128], [4.6737, -4.0220, -2.0454], [6.7177, 1.5924, 0.4043], [7.3560, 0.4327, -0.3803], [6.5003, -0.4936, -0.5416], [6.6783, -1.5557, -1.1271], [5.1565, -0.0853, 0.1231], [4.1587, -0.7817, 0.1373], [5.2928, 1.0815, 0.6438], [6.6989, 2.7164, -0.3535], [7.3596, 1.7644, 1.5894], [-1.4302, -2.3832, 1.2898], [-3.3572, 2.8900, -0.0332], [-3.9017, 4.2343, 0.3877], [-2.9721, 5.3002, 0.0914], [-2.9759, 5.7440, -1.1506], [-3.6581, 5.3636, -2.0539], [-1.9663, 6.9058, -1.2861], [-0.8124, 6.6171, -0.6825], [-2.4680, 8.0089, -0.7217], [-1.7194, 7.1611, -2.5619], [-2.3796, 2.7227, 0.4239], [-4.0246, 2.0876, 0.2647], [-3.2223, 2.8397, -1.1137], [-4.0469, 4.2673, 1.4642], [-4.8630, 4.4397, -0.0794], [-0.0006, -1.3690, 4.5467], [-1.8686, -3.1245, -2.3908]],
  "forces_ev_per_angstrom": [[-0.57, 0.01, 0.28], [0.48, -0.13, -0.05], [0.25, -0.64, -0.42], [0.63, 0.87, 0.04], [-0.55, -0.18, -0.05], [-1.23, 0.44, -1.10], [0.13, -0.36, -0.42], [0.98, -0.66, -0.02], [-1.14, -0.90, 0.77], [0.21, -0.23, 0.08], [0.92, 0.32, 0.13], [0.15, 0.11, -0.36], [-0.04, 0.02, 0.56], [0.54, 0.01, 0.07], [0.14, 0.08, -0.18], [-0.17, 0.26, 0.14], [-0.20, -0.34, -0.02], [-0.18, 0.25, 0.30], [-0.18, 0.92, 1.03], [-0.43, 0.33, -0.07], [0.31, 0.19, -0.06], [0.39, 0.14, -0.13], [0.18, 0.32, -0.12], [-0.02, 0.03, 0.11], [0.03, 0.04, -0.39], [0.19, -0.10, 0.48], [1.11, 0.57, 1.23], [0.13, -0.10, -0.03], [-1.00, 0.06, 0.79], [-0.30, -0.27, -0.31], [0.89, 1.31, 0.63], [0.03, 0.02, 0.08], [0.00, -0.10, 0.04], [0.10, 0.59, 0.31], [-0.08, -0.05, 0.03], [-0.43, 0.07, 0.06], [-0.55, -0.99, -0.44], [-0.27, -0.06, 0.01], [0.19, -0.29, 0.06], [0.34, -0.06, -0.11], [-0.12, -0.01, -0.31], [0.05, -0.26, 0.17], [0.41, 0.03, 0.57], [0.41, 0.15, -0.16], [-0.30, -0.35, 0.17], [-0.04, -0.02, 0.19], [-0.02, 0.04, 0.02], [-0.02, 0.00, -0.14], [-0.03, -0.11, 0.00], [0.13, -0.03, 0.06], [-0.07, 0.11, 0.07], [0.01, 0.04, -0.18], [-0.04, -0.04, 0.10], [-0.08, 0.05, 0.05], [-0.13, 0.01, -0.03], [0.15, 0.14, 0.04], [0.07, 0.12, -0.16], [-1.62, -0.46, -1.43], [0.25, -0.93, -2.01]]
}

---

(4)
{
  "formula": "C10H24BNO6P",
  "method": "ωB97M-V with the def2-TZVPD basis set",
  "homo_energy_ev": -4.22,
  "total_energy_ha": -1268.00946,
  "fmax_ev_per_a": 0.45,
  "charge": -1,
  "elements": ["C", "C", "O", "C", "C", "C", "P", "O", "O", "C", "C", "O", "C", "C", "O", "B", "O", "C", "N", "H", "H", "H", "H", "H", "H", "H", "H", "H", "H", "H", "H", "H", "H", "H", "H", "H", "H", "H", "H", "H", "H", "H", "H"],
  "positions_angstrom": [[-0.4805, 0.7819, 4.6178], [-0.5000, -0.1717, 3.4266], [-1.7277, -0.0623, 2.7379], [-1.6590, -0.0054, 1.2989], [-0.8157, -1.2051, 0.7832], [-1.2261, -1.6465, -0.6326], [-0.0108, -1.3556, -1.9010], [-0.4584, -1.2920, -3.3049], [0.8012, -0.0494, -1.4488], [0.9110, 1.0657, -2.3444], [1.8710, 2.0530, -1.7218], [1.0500, -2.5441, -1.6314], [2.1488, -2.6685, -2.5409], [3.3443, -1.8073, -2.1252], [-2.9285, -0.0621, 0.8171], [-3.1029, 0.9760, -0.2873], [-1.6665, 1.4317, -0.4844], [-1.1064, 1.3484, 0.7733], [-1.5849, 2.4611, 1.6152], [0.2336, 0.4388, 5.3716], [-0.1716, 1.7860, 4.3223], [-1.4769, 0.8419, 5.0540], [0.3531, 0.0377, 2.7747], [-0.3814, -1.1999, 3.7973], [-0.9212, -2.0432, 1.4741], [0.2377, -0.9185, 0.7861], [-1.3918, -2.7271, -0.6441], [-2.1559, -1.1672, -0.9506], [-0.0790, 1.5078, -2.4700], [1.2576, 0.7275, -3.3245], [2.0257, 2.9074, -2.3829], [2.8297, 1.5717, -1.5155], [1.4692, 2.4039, -0.7707], [2.4156, -3.7261, -2.5278], [1.8019, -2.4234, -3.5477], [3.1955, -1.4598, -1.1029], [3.4622, -0.9366, -2.7716], [4.2694, -2.3862, -2.1574], [-3.8723, 1.8693, 0.0371], [-3.4992, 0.4353, -1.3282], [-0.0091, 1.3767, 0.6832], [-1.4134, 3.3096, 1.0807], [-1.0384, 2.5265, 2.4655]],
  "forces_ev_per_angstrom": [[0.13, -0.01, -0.11], [-0.11, -0.02, 0.08], [0.13, 0.15, -0.02], [0.00, -0.10, 0.09], [0.16, 0.20, -0.15], [0.13, -0.36, 0.05], [-0.19, 0.26, -0.03], [0.09, -0.10, 0.04], [0.24, -0.19, -0.19], [-0.22, 0.22, -0.10], [-0.02, -0.14, 0.16], [-0.03, 0.12, 0.04], [0.05, -0.09, 0.00], [-0.03, -0.06, -0.01], [-0.22, 0.15, 0.11], [-0.09, -0.30, -0.32], [-0.21, 0.28, -0.01], [0.03, 0.15, 0.18], [0.23, 0.08, -0.14], [-0.07, -0.01, 0.02], [-0.12, 0.04, -0.01], [0.02, -0.05, 0.06], [0.01, 0.00, -0.02], [0.03, 0.00, -0.08], [-0.16, 0.05, 0.01], [0.07, -0.11, 0.10], [-0.10, 0.02, -0.11], [0.10, 0.03, 0.06], [0.03, -0.03, 0.07], [0.04, -0.07, 0.07], [0.00, -0.02, 0.02], [0.04, 0.05, -0.09], [-0.02, 0.08, -0.04], [-0.03, 0.03, 0.03], [0.03, -0.02, 0.03], [0.03, 0.00, -0.03], [-0.03, 0.03, 0.08], [0.00, 0.04, -0.05], [0.07, 0.03, 0.07], [0.11, 0.00, 0.09], [-0.01, -0.25, -0.01], [-0.10, -0.06, 0.05], [-0.02, -0.05, 0.05]]
}

---

(5)
{
  "formula": "C10H24Cl10N3O6",
  "method": "ωB97M-V with the def2-TZVPD basis set",
  "homo_energy_ev": [-9.18, -7.73],
  "multiplicity": 2,
  "total_energy_ha": -5612.69437,
  "s2": 0.76,
  "fmax_ev_per_a": 2.89,
  "elements": ["N", "H", "H", "H", "H", "N", "O", "O", "O", "N", "O", "O", "O", "Cl", "C", "C", "Cl", "H", "H", "H", "H", "Cl", "C", "C", "Cl", "H", "H", "H", "H", "Cl", "C", "C", "Cl", "H", "H", "H", "H", "Cl", "C", "C", "Cl", "H", "H", "H", "H", "Cl", "C", "C", "Cl", "H", "H", "H", "H"],
  "positions_angstrom": [[24.6853, 15.1947, 8.4600], [24.2648, 16.0372, 8.8251], [24.3188, 14.3901, 8.9482], [25.6724, 15.1803, 8.6734], [24.5938, 15.2157, 7.4543], [28.0769, 13.0965, 9.9371], [28.9598, 12.4731, 9.3793], [27.8476, 12.8912, 11.1250], [27.3450, 13.7430, 9.2278], [24.0992, 12.4670, 11.2206], [25.2184, 12.4489, 11.7507], [23.4462, 11.4395, 11.3110], [23.7986, 13.3803, 10.4622], [22.5775, 13.3834, 6.4630], [21.6926, 12.2462, 7.5037], [20.5602, 12.9377, 8.3251], [19.3867, 13.4767, 7.1346], [22.4351, 11.6300, 8.0107], [21.2765, 11.5113, 6.8147], [20.9476, 13.7949, 8.8756], [20.0879, 12.1951, 8.9682], [27.3054, 16.6314, 3.1708], [28.3900, 16.1605, 4.5565], [28.2039, 14.6691, 4.9503], [26.6741, 14.3373, 5.7942], [28.2570, 16.9129, 5.3339], [29.3811, 16.1267, 4.1041], [29.0357, 14.3274, 5.5663], [28.1396, 13.9996, 4.0925], [22.4075, 19.8778, 6.5268], [23.5352, 19.3854, 5.1942], [23.2022, 17.9886, 4.7447], [23.8960, 16.7488, 5.8419], [24.5288, 19.3332, 5.6394], [23.2971, 20.0652, 4.3761], [23.4263, 17.7406, 3.7073], [22.1171, 17.9122, 4.6749], [20.8719, 16.5953, 9.4284], [21.2236, 17.9312, 10.5643], [22.6268, 18.4217, 10.3034], [23.8136, 17.1086, 10.4913], [21.0360, 17.4849, 11.5409], [20.4581, 18.6898, 10.4014], [22.7977, 19.2060, 11.0408], [22.8761, 18.8359, 9.3265], [25.9930, 20.8653, 8.0125], [27.5797, 20.2644, 8.4259], [27.9289, 18.9912, 7.5923], [26.7855, 17.6223, 7.8981], [27.5496, 19.9442, 9.4674], [28.3805, 20.9876, 8.2716], [28.9616, 18.6897, 7.7678], [27.9016, 19.1936, 6.5216]],
  "forces_ev_per_angstrom": [[0.88, 0.07, -0.52], [-0.28, 0.40, 0.31], [-0.71, -0.92, 0.25], [0.71, 0.07, 0.20], [-0.27, -0.67, -0.24], [-0.37, -1.76, -1.50], [1.68, -0.55, 0.52], [-0.11, 0.45, 1.05], [-1.58, 2.04, -0.12], [1.48, -2.32, -0.89], [1.02, 0.81, 0.92], [-1.38, -0.02, 0.28], [-0.92, 1.73, -0.76], [0.19, 0.33, -0.01], [-0.41, -0.77, 0.08], [1.66, -0.96, -0.69], [-0.77, 0.45, -0.16], [-0.05, 0.66, 0.82], [-0.46, 0.29, -0.06], [-0.14, -0.21, 0.08], [0.11, 0.21, 0.08], [0.16, -0.14, 0.61], [-0.08, -1.54, -1.03], [-0.41, 0.68, -0.07], [-0.17, 0.02, 0.28], [0.12, -0.45, 0.03], [0.11, 0.68, 0.25], [-0.13, 0.21, 0.20], [0.29, 0.46, -0.22], [0.29, -0.06, -0.09], [-0.43, -0.73, 0.37], [-1.23, -0.30, -0.53], [-0.42, 0.44, -0.59], [0.07, 0.88, -0.42], [0.72, 0.16, 0.18], [1.08, 0.17, 0.17], [-0.13, -0.39, 0.77], [-0.39, -0.11, -0.36], [-0.38, -0.72, -0.78], [-0.04, 0.62, 0.54], [0.09, 0.42, 1.04], [0.56, 0.31, 0.10], [0.29, 0.17, -0.11], [0.51, -0.12, 0.10], [-0.77, -0.06, -0.07], [-0.41, 0.46, -0.22], [0.75, -2.10, -0.19], [-0.12, 0.80, -0.11], [0.64, 0.57, -0.03], [0.07, 0.30, 0.02], [-0.32, 0.20, -0.04], [-0.20, -0.28, 0.52], [-0.39, 0.11, 0.03]]
}